Entry 1:
Below is a cluster of 14 separate species, C9H44F4N3O21PS in total in a non-equilibrium geometry, with properties calculated with wB97M-V/def2-TZVPD.

Results
ΔE to the lowest compared entry with this formula, charge and spin = 214.32 kcal/mol
Frontier orbital gap = 8.6998 eV
Energy = -3252.349119 a.u.

ORCA input file:
```
! wB97M-V def2-TZVPD RIJCOSX def2/J DEFGRID3
* xyz 0 1
C -4.91 0.71 -0.53
C -3.79 1.44 -1.54
O -2.67 1.83 -0.67
C -1.36 1.43 -1.19
C -0.54 0.57 -0.04
P -0.57 1.74 1.43
O -1.91 1.40 2.28
O 0.74 1.66 2.55
O -0.74 3.46 1.01
O -1.62 -0.42 0.32
S -1.54 -1.72 -0.79
O -2.21 -1.60 -2.18
O -2.01 -3.13 -0.34
O 0.12 -1.48 -1.18
C 0.76 -0.33 -0.44
C 1.76 -0.93 0.73
C 1.06 -1.94 1.82
N 2.21 -2.34 2.77
N 0.62 -3.29 1.22
N 0.02 -1.31 2.72
C 1.84 0.15 -1.58
F 2.47 -1.08 -2.20
F 1.27 0.88 -2.73
C 3.09 1.05 -1.02
F 4.30 0.16 -0.87
F 3.51 2.15 -1.94
H -5.66 0.02 -1.11
H -4.37 0.03 0.28
H -5.51 1.52 0.10
H -3.54 0.64 -2.36
H -4.32 2.35 -2.08
H -1.38 0.87 -2.22
H -0.72 2.42 -1.38
H 0.46 1.85 3.51
H 0.19 3.79 0.80
H 2.68 -1.54 0.29
H 2.28 -0.07 1.38
H 2.43 -1.47 3.33
H 1.83 -3.09 3.40
H 1.43 -3.97 1.27
H -0.08 -3.67 1.93
H -0.94 -1.71 2.53
H 0.26 -1.43 3.74
H 2.92 1.53 0.04
O 5.28 -2.18 1.82
H 4.49 -2.13 2.38
H 4.93 -2.29 0.92
O 3.48 -0.63 -4.99
H 2.99 -1.41 -5.28
H 2.98 -0.31 -4.23
O -2.22 -4.73 -3.25
H -1.96 -3.83 -3.02
H -1.54 -5.02 -3.88
O 3.42 1.91 1.91
H 4.29 2.16 2.28
H 2.81 2.06 2.65
O 6.22 4.01 -1.69
H 5.50 4.62 -1.47
H 5.79 3.14 -1.74
O 1.11 -4.64 4.36
H 1.28 -4.46 5.29
H 0.69 -5.51 4.36
O -7.20 -0.76 -0.30
H -7.49 -1.65 -0.53
H -8.02 -0.27 -0.14
O 1.77 -2.75 -7.11
H 1.98 -1.98 -7.66
H 1.94 -3.50 -7.70
O 5.59 2.65 0.92
H 5.80 3.42 0.37
H 5.76 1.89 0.33
O 5.23 -0.09 4.11
H 5.81 0.35 4.76
H 5.85 -0.59 3.56
O -8.77 0.90 1.71
H -7.90 1.14 2.08
H -9.38 1.04 2.44
O 0.88 5.13 -0.92
H 1.14 6.04 -0.69
H 1.56 4.85 -1.54
O -10.84 2.42 -0.52
H -10.88 1.53 -0.90
H -10.25 2.31 0.25
*
```

Atom charges from the Mulliken analysis, given in e for atoms 1 to 2:
1. C -0.76
2. C -0.23

Entry 2:
Below is a cluster of 2 separate species, C24H31BrF5N3O7PS in total in a non-equilibrium geometry, with properties calculated with wB97M-V/def2-TZVPD.

Results
Frontier orbital gap = 6.1636 eV
Energy = -5435.981296 a.u.

ORCA input file:
```
! wB97M-V def2-TZVPD RIJCOSX def2/J DEFGRID3
* xyz 1 1
C -4.72 -6.28 3.94
C -5.04 -4.95 4.88
C -6.58 -4.45 5.23
N -3.99 -4.16 5.38
N -3.35 -3.72 4.23
C -3.99 -2.51 3.52
O -5.19 -1.95 3.74
C -2.83 -2.17 2.42
C -2.76 -1.24 1.08
C -4.20 -0.43 0.79
C -5.30 -1.36 -0.02
O -6.62 -1.06 0.07
O -4.85 -2.55 -0.80
C -1.42 -1.10 0.08
S -1.50 -0.03 -1.50
C -0.65 1.63 -1.31
O -0.85 -0.94 -2.63
O -2.92 0.25 -2.02
C -0.02 -1.91 0.51
C 1.39 -1.84 -0.31
F 1.63 -0.54 -1.05
F 2.62 -1.87 0.58
C 1.60 -3.16 -1.31
F 3.02 -3.66 -1.15
F 1.45 -2.84 -2.74
F 0.71 -4.28 -0.87
C -0.15 -2.87 1.88
P 1.30 -4.00 2.54
O 1.65 -3.55 4.19
Br 0.55 -6.18 2.41
C -1.50 -3.01 2.80
C -1.85 -3.88 4.14
O -1.09 -4.60 4.98
H -5.52 -6.29 3.06
H -3.67 -6.25 3.42
H -4.76 -7.26 4.58
H -7.01 -3.84 4.31
H -6.57 -3.70 6.14
H -7.30 -5.37 5.39
H -4.03 0.63 0.31
H -4.70 -0.22 1.85
H -4.53 -3.19 -0.07
H 0.30 1.63 -0.62
H -1.45 2.36 -0.82
H -0.39 2.15 -2.36
H 2.10 -4.33 4.66
C 5.29 2.20 -1.90
C 3.81 2.31 -2.23
C 3.52 3.31 -3.35
N 3.06 4.71 -2.87
C 1.60 4.66 -2.45
C 3.91 5.33 -1.77
C 5.13 5.83 -2.50
C 4.56 6.43 -3.78
C 3.24 5.71 -4.04
H 5.65 3.07 -1.34
H 5.48 1.32 -1.28
H 5.90 2.11 -2.81
H 3.23 2.50 -1.33
H 3.50 1.32 -2.59
H 2.71 2.94 -3.99
H 4.40 3.45 -3.99
H 1.50 3.97 -1.61
H 1.00 4.32 -3.31
H 1.28 5.66 -2.15
H 3.35 6.17 -1.34
H 4.11 4.60 -0.98
H 5.81 5.01 -2.75
H 5.69 6.57 -1.92
H 5.26 6.32 -4.62
H 4.38 7.50 -3.65
H 3.23 5.16 -4.99
H 2.40 6.42 -4.02
*
```

Atom charges from the Mulliken analysis, given in e for atoms 1 to 2:
1. C -0.78
2. C 0.58

Entry 3:
Below is a structure of composition C47H49ClN9OSZr in a non-equilibrium geometry, with properties calculated with wB97M-V/def2-TZVPD.

Results
ΔE to the lowest compared entry with this formula, charge and spin = 0.00 kcal/mol
Frontier orbital gap = 4.9465 eV
Energy = -3293.187250 a.u.

ORCA input file:
```
! wB97M-V def2-TZVPD RIJCOSX def2/J DEFGRID3
* xyz 3 1
Zr 0.12 0.14 -0.02
N -0.96 -3.00 3.09
C -0.67 -2.43 1.95
N -0.76 -1.13 1.73
C -1.25 -0.30 2.74
N -1.49 0.96 2.53
N -1.21 1.33 1.22
C -1.86 2.31 0.71
C -1.58 2.64 -0.69
C -2.24 3.66 -1.35
C -1.94 3.89 -2.69
C -0.99 3.10 -3.31
C -0.36 2.09 -2.58
N -0.64 1.86 -1.30
C -1.55 -0.88 4.04
C -1.99 -0.11 5.12
C -2.26 -0.73 6.33
C -2.09 -2.11 6.47
C -1.66 -2.88 5.41
C -1.39 -2.25 4.20
H -0.87 -4.00 3.18
H -0.33 -3.07 1.14
H -2.62 2.84 1.28
H -2.97 4.25 -0.82
H -2.44 4.68 -3.23
H -0.73 3.24 -4.35
H 0.39 1.46 -3.04
H -2.12 0.95 5.00
H -2.61 -0.14 7.17
H -2.31 -2.58 7.42
H -1.54 -3.95 5.52
C 6.88 2.42 -0.02
C 5.53 3.00 -0.48
C 5.78 4.25 -1.35
C 4.73 3.41 0.75
C 4.81 1.95 -1.32
C 5.43 1.43 -2.48
C 4.84 0.46 -3.26
C 3.59 -0.01 -2.88
S 2.60 -1.22 -3.64
C 1.42 -1.04 -2.44
N 1.71 -0.13 -1.51
C 2.96 0.48 -1.75
C 3.56 1.47 -0.97
C 0.14 -1.75 -2.39
C -0.25 -2.64 -3.38
C -1.50 -3.25 -3.29
C -2.33 -2.98 -2.22
C -1.93 -2.10 -1.22
C -0.69 -1.46 -1.29
H 7.40 3.15 0.59
H 7.53 2.17 -0.86
H 6.73 1.52 0.58
H 6.29 5.01 -0.75
H 4.84 4.67 -1.70
H 6.40 4.03 -2.21
H 5.30 4.15 1.32
H 4.55 2.55 1.42
H 3.77 3.87 0.49
H 6.40 1.80 -2.76
H 5.35 0.08 -4.14
H 3.05 1.84 -0.09
H 0.39 -2.85 -4.23
H -1.81 -3.94 -4.06
H -3.30 -3.46 -2.16
H -2.60 -1.92 -0.39
C 2.55 -0.26 7.54
C 2.40 0.19 6.08
C 1.88 -1.03 5.30
C 1.34 1.29 6.02
C 3.80 0.67 5.53
O 4.60 -0.46 5.21
C 4.62 1.53 6.51
C 4.11 2.87 7.05
C 3.91 3.95 6.02
C 4.98 4.36 5.21
C 4.80 5.33 4.24
C 3.55 5.90 4.06
Cl 3.32 7.12 2.84
C 2.49 5.53 4.86
C 2.68 4.56 5.84
C 3.75 1.46 4.21
N 3.15 0.77 3.06
C 2.02 1.06 2.46
N 1.79 0.16 1.49
C 2.90 -0.66 1.56
N 3.73 -0.31 2.49
H 1.61 -0.69 7.88
H 2.80 0.56 8.21
H 3.32 -1.03 7.65
H 0.98 -1.39 5.80
H 2.60 -1.84 5.26
H 1.59 -0.79 4.27
H 0.42 0.92 6.49
H 1.07 1.56 4.99
H 1.63 2.20 6.54
H 4.99 -0.82 6.02
H 5.58 1.69 6.01
H 4.84 0.89 7.37
H 4.85 3.21 7.78
H 3.18 2.74 7.62
H 5.96 3.93 5.36
H 5.64 5.66 3.63
H 1.53 6.02 4.75
H 1.85 4.30 6.48
H 4.78 1.69 3.93
H 3.21 2.40 4.32
H 1.37 1.88 2.74
H 3.07 -1.49 0.89
*
```

Atom charges from the Mulliken analysis, given in e for atoms 1 to 2:
1. Zr -0.34
2. N 0.19

Entry 4:
Below is a cluster of 2 separate species, C2H3NO3 in total in a non-equilibrium geometry, with properties calculated with wB97M-V/def2-TZVPD.

Results
SMILES string = O=C=O.CN=O
ΔE to the lowest compared entry with this formula, charge and spin = 69.44 kcal/mol
Frontier orbital gap = 9.3290 eV
Energy = -358.419010 a.u.

ORCA input file:
```
! wB97M-V def2-TZVPD RIJCOSX def2/J DEFGRID3
* xyz 0 1
O 1.06 -2.22 -1.21
C 0.82 -2.41 -0.11
O 0.66 -2.52 1.02
C -0.35 1.61 0.20
N -0.37 0.39 -0.62
O -1.08 -0.49 -0.28
H 0.60 1.52 0.75
H -0.18 2.48 -0.60
H -1.16 1.65 0.85
*
```

Atom charges from the natural (NBO) analysis, given in e for atoms 1 to 2:
1. O -0.50
2. C 1.02

Entry 5:
Below is a structure of composition C11H14N7O2S2SbSe4Ti, with properties calculated with wB97M-V/def2-TZVPD.

Results
ΔE to the lowest compared entry with this formula, charge and spin = 0.00 kcal/mol
Frontier orbital gap = 5.0591 eV
Energy = -12453.433922 a.u.

ORCA input file:
```
! wB97M-V def2-TZVPD RIJCOSX def2/J DEFGRID3
* xyz -2 1
Ti 1.28 -0.90 -0.55
Se 4.96 -3.95 -1.23
Sb 2.68 -3.46 -0.57
Se 3.33 0.07 -0.11
Se 1.47 -2.19 -2.63
Se 1.28 -5.49 -0.21
C -2.74 -4.29 0.78
C -1.93 -3.41 1.64
N -2.09 -3.19 2.91
N -1.07 -2.33 3.22
C -0.29 -2.02 2.18
S 1.11 -1.09 2.09
N -0.85 -2.71 1.17
N -0.34 -2.67 -0.12
H -3.50 -4.78 1.38
H -2.10 -5.03 0.30
H -3.22 -3.70 -0.01
H -0.96 -1.98 4.16
H -1.06 -2.36 -0.77
H 0.02 -3.62 -0.37
O 0.54 0.87 -1.64
C -0.59 0.93 -1.12
C -1.64 1.99 -1.36
C -2.72 1.58 -0.37
C -2.25 0.21 0.14
O -2.93 -0.53 0.83
N -0.98 -0.04 -0.30
H -1.96 1.92 -2.41
H -1.22 2.98 -1.19
H -3.72 1.50 -0.78
H -2.75 2.25 0.49
S 0.00 3.15 1.44
C 1.12 3.83 0.41
N 2.13 3.04 -0.10
C 3.07 3.47 -0.93
C 3.08 4.78 -1.32
C 2.03 5.56 -0.82
N 1.09 5.14 0.00
H 2.16 2.02 0.13
H 3.77 2.70 -1.25
H 3.82 5.17 -2.00
H 1.96 6.61 -1.11
*
```

Atom charges from the natural (NBO) analysis, given in e for atoms 1 to 2:
1. Ti 0.46
2. Se -0.82

Entry 6:
Below is a structure of composition C4H5NO2 in a non-equilibrium geometry, with properties calculated with wB97M-V/def2-TZVPD.

Results
ΔE to the lowest compared entry with this formula, charge and spin = 100.98 kcal/mol
Frontier orbital gap (spin up / spin down) = 8.3200 / 8.3206 eV
Energy = -360.508490 a.u.

ORCA input file:
```
! wB97M-V def2-TZVPD RIJCOSX def2/J DEFGRID3
* xyz 0 1
O 0.98 1.21 1.63
C 1.08 1.19 0.43
C 0.88 -0.05 -0.37
C 0.54 -1.24 0.24
N -1.29 -1.00 0.04
C -1.72 0.15 -0.37
O -1.30 1.23 -0.78
H 1.34 2.09 -0.15
H 1.05 0.00 -1.45
H 0.63 -2.17 -0.30
H 0.61 -1.28 1.32
H -2.80 -0.14 -0.24
*
```

Atom charges from the Mulliken analysis, given in e for atoms 1 to 2:
1. O -0.47
2. C 0.10

Entry 7:
Below is a structure of composition C34H38NO7P4SSiV, with properties calculated with wB97M-V/def2-TZVPD.

Results
ΔE to the lowest compared entry with this formula, charge and spin = 8.89 kcal/mol
Frontier orbital gap (spin up / spin down) = 6.8712 / 7.4613 eV
Energy = -4897.512531 a.u.

ORCA input file:
```
! wB97M-V def2-TZVPD RIJCOSX def2/J DEFGRID3
* xyz -1 4
V 0.90 1.90 -0.35
C 6.54 2.00 1.50
Si 5.71 0.39 1.95
C 6.52 -0.24 3.54
C 5.99 -0.91 0.63
C 3.88 0.60 2.31
C 3.34 0.33 3.55
C 1.97 0.47 3.79
C 1.17 0.85 2.73
N 1.66 1.09 1.52
C 2.99 1.03 1.29
S 3.45 1.51 -0.31
H 7.59 1.84 1.27
H 6.48 2.71 2.33
H 6.05 2.45 0.64
H 7.59 -0.39 3.37
H 6.10 -1.20 3.85
H 6.41 0.47 4.36
H 7.05 -1.14 0.53
H 5.61 -0.56 -0.33
H 5.47 -1.83 0.90
H 3.98 0.00 4.36
H 1.54 0.28 4.76
H 0.10 0.98 2.85
O -2.35 2.78 -1.87
P -2.02 3.28 -0.38
O -3.23 3.72 0.33
O -1.11 2.21 0.20
O -1.09 4.62 -0.66
P 0.51 4.42 -0.88
O 0.95 5.90 -1.30
O 0.72 3.43 -2.00
O 1.16 3.99 0.39
H -2.99 3.38 -2.28
H 0.79 6.03 -2.24
C -0.60 -1.56 -0.42
C -1.38 -0.95 0.75
P -3.03 -0.24 0.31
C -4.00 -1.81 0.22
C -4.06 -2.77 1.23
C -4.80 -3.93 1.07
C -5.50 -4.16 -0.12
C -5.46 -3.21 -1.13
C -4.72 -2.05 -0.96
C -3.54 0.38 1.96
C -4.50 1.39 1.97
C -4.95 1.92 3.17
C -4.44 1.47 4.37
C -3.46 0.48 4.38
C -3.02 -0.06 3.18
P 0.19 -0.32 -1.54
C -0.98 -0.04 -2.92
C -0.73 1.09 -3.71
C -1.53 1.35 -4.81
C -2.59 0.51 -5.12
C -2.86 -0.59 -4.33
C -2.05 -0.87 -3.23
C 1.42 -1.43 -2.34
C 1.22 -2.05 -3.57
C 2.19 -2.91 -4.08
C 3.35 -3.16 -3.37
C 3.56 -2.54 -2.14
C 2.60 -1.68 -1.63
H -1.20 -2.27 -0.99
H 0.25 -2.11 -0.03
H -0.82 -0.11 1.16
H -1.49 -1.71 1.53
H -3.54 -2.60 2.16
H -4.84 -4.67 1.86
H -6.07 -5.07 -0.24
H -6.00 -3.38 -2.05
H -4.69 -1.30 -1.74
H -4.86 1.79 1.03
H -5.69 2.72 3.15
H -4.78 1.90 5.31
H -3.04 0.14 5.31
H -2.25 -0.82 3.21
H 0.05 1.78 -3.42
H -1.33 2.23 -5.41
H -3.22 0.73 -5.98
H -3.69 -1.24 -4.56
H -2.26 -1.74 -2.62
H 0.32 -1.86 -4.13
H 2.03 -3.38 -5.04
H 4.10 -3.82 -3.78
H 4.47 -2.71 -1.59
H 2.78 -1.16 -0.70
*
```

Atom charges from the Mulliken analysis, given in e for atoms 1 to 2:
1. V 0.65
2. C -1.05

Entry 8:
Below is the ion C4H9N2O with charge +1 in a non-equilibrium geometry, with properties calculated with wB97M-V/def2-TZVPD.

Results
SMILES string = C/N=C/CC([NH3+])=O
ΔE to the lowest compared entry with this formula, charge and spin = 70.41 kcal/mol
Frontier orbital gap = 11.2997 eV
Energy = -342.245058 a.u.

ORCA input file:
```
! wB97M-V def2-TZVPD RIJCOSX def2/J DEFGRID3
* xyz 1 1
C 1.02 -1.58 1.10
N 0.17 -0.53 0.62
C -0.77 0.06 1.20
C -1.41 1.11 0.28
C -0.81 0.61 -1.08
N 0.82 0.71 -1.49
O -1.43 0.23 -2.04
H 0.90 -1.99 2.10
H 0.95 -2.35 0.31
H 1.98 -1.13 0.89
H -1.17 -0.14 2.18
H -1.11 2.16 0.41
H -2.51 0.98 0.14
H 1.13 1.57 -2.05
H 0.95 -0.14 -1.94
H 1.29 0.43 -0.63
*
```

Atom charges from the natural (NBO) analysis, given in e for atoms 1 to 2:
1. C -0.43
2. N -0.47

Entry 9:
Below is an isolated molecule of C2H3NO2, with properties calculated with wB97M-V/def2-TZVPD.

Results
SMILES string = O=CNC=O
ΔE to the lowest compared entry with this formula, charge and spin = 19.79 kcal/mol
Frontier orbital gap = 11.2025 eV
Energy = -283.226471 a.u.

ORCA input file:
```
! wB97M-V def2-TZVPD RIJCOSX def2/J DEFGRID3
* xyz 0 1
O 0.51 -0.87 -1.26
C -0.55 -0.70 -0.69
N -0.59 0.23 0.30
C 0.81 0.65 0.51
O 1.28 1.66 0.08
H -1.46 -1.27 -0.95
H -1.38 0.39 0.92
H 1.38 -0.09 1.09
*
```

Atom charges from the natural (NBO) analysis, given in e for atoms 1 to 2:
1. O -0.59
2. C 0.52

Entry 10:
Below is a structure of composition C18H21N7O4SZn in a non-equilibrium geometry, with properties calculated with wB97M-V/def2-TZVPD.

Results
ΔE to the lowest compared entry with this formula, charge and spin = 0.00 kcal/mol
Frontier orbital gap = 6.5916 eV
Energy = -3560.254322 a.u.

ORCA input file:
```
! wB97M-V def2-TZVPD RIJCOSX def2/J DEFGRID3
* xyz -2 1
Zn -1.54 0.29 -0.45
C 1.16 3.86 -1.33
C 0.70 2.42 -1.42
N -0.54 2.13 -1.66
N -1.33 3.17 -1.91
C -2.63 3.08 -1.79
N -3.31 4.18 -2.32
S -3.57 1.90 -1.04
C 1.68 1.37 -1.22
C 2.74 1.57 -0.31
C 3.68 0.58 -0.16
C 3.56 -0.59 -0.90
C 2.47 -0.70 -1.75
N 1.57 0.24 -1.92
H 0.65 4.43 -2.12
H 2.24 3.94 -1.46
H 0.86 4.29 -0.38
H -2.74 5.01 -2.36
H -4.22 4.31 -1.90
H 2.78 2.46 0.29
H 4.50 0.71 0.54
H 4.28 -1.40 -0.81
H 2.31 -1.61 -2.31
O -3.30 -1.29 0.21
N -3.76 -1.64 -0.88
O -4.58 -2.56 -0.94
O -3.38 -1.09 -1.92
O -1.14 2.95 2.99
C -1.21 2.18 2.09
N -1.22 1.40 1.21
C 0.78 -0.90 3.94
N 0.38 -1.74 2.84
C -1.07 -1.91 2.87
C 0.80 -1.14 1.57
C 0.41 -1.93 0.35
C 0.96 -3.21 0.22
C 0.66 -4.00 -0.86
C -0.16 -3.49 -1.86
C -0.67 -2.21 -1.75
C -0.43 -1.40 -0.64
H 0.51 -1.38 4.89
H 0.31 0.10 3.91
H 1.87 -0.77 3.93
H -1.36 -2.36 3.82
H -1.37 -2.56 2.05
H -1.59 -0.95 2.75
H 1.90 -1.09 1.61
H 0.41 -0.12 1.48
H 1.61 -3.57 1.01
H 1.06 -5.01 -0.94
H -0.41 -4.10 -2.72
H -1.30 -1.84 -2.54
*
```

Atom charges from the natural (NBO) analysis, given in e for atoms 1 to 2:
1. Zn 1.59
2. C -0.68